1.
{"formula": "C36H37GeN9O2SSeTi", "method": "wB97M-V/def2-TZVPD", "homo_energy_ev": -12.40, "total_charge": 2, "lumo_energy_ev": -6.7, "relative_energy_kcal_mol": 7.7, "species": ["Ti", "N", "C", "N", "C", "N", "C", "C", "N", "C", "C", "N", "H", "H", "H", "H", "H", "C", "O", "C", "C", "C", "C", "C", "C", "N", "N", "C", "C", "C", "C", "O", "C", "N", "C", "C", "C", "C", "H", "H", "H", "H", "H", "H", "H", "H", "H", "H", "H", "H", "S", "C", "C", "C", "C", "C", "C", "C", "C", "C", "N", "H", "H", "H", "H", "H", "H", "C", "Ge", "C", "C", "C", "Se", "C", "H", "H", "H", "H", "H", "H", "H", "H", "H", "H", "H", "H", "H", "H"], "positions_angstrom": [[0.0754, -0.0752, -0.0124], [-1.2852, 0.5913, 4.0666], [-1.4740, -0.0020, 2.8932], [-0.4539, 0.3074, 2.1031], [0.3168, 1.1284, 2.8752], [-0.1502, 1.3181, 4.0779], [1.5370, 1.6573, 2.2836], [2.4855, 2.4165, 2.9562], [3.5839, 2.8356, 2.3456], [3.7426, 2.4885, 1.0736], [2.8058, 1.7192, 0.3960], [1.6913, 1.3116, 1.0017], [-1.8659, 0.5528, 4.8926], [-2.3123, -0.6343, 2.6453], [2.3475, 2.6795, 3.9977], [4.6449, 2.8224, 0.5771], [2.9574, 1.4322, -0.6362], [2.2774, 6.6159, -3.8591], [1.4870, 5.9448, -4.8275], [1.8554, 4.7000, -5.1982], [2.8646, 3.9605, -4.5843], [3.1581, 2.6827, -5.0442], [2.4705, 2.1512, -6.1253], [1.5079, 2.9222, -6.7786], [1.1755, 4.1679, -6.2974], [2.7818, 0.8858, -6.7162], [2.9402, -0.1339, -6.0364], [2.6734, -0.1834, -4.6380], [3.6678, -0.5453, -3.7659], [3.4202, -0.7346, -2.3892], [2.1457, -0.5949, -1.9074], [1.7346, -0.7773, -0.6357], [1.1163, -0.2227, -2.7912], [-0.1041, -0.0868, -2.1920], [-1.1474, 0.1658, -2.9703], [-1.0352, 0.2932, -4.3559], [0.1972, 0.1934, -4.9564], [1.3338, -0.0496, -4.1646], [1.8610, 7.6142, -3.7692], [3.3191, 6.6850, -4.1781], [2.2258, 6.1115, -2.8896], [3.4481, 4.3793, -3.7775], [3.9669, 2.1271, -4.5902], [1.0344, 2.5294, -7.6696], [0.4274, 4.7787, -6.7843], [4.6704, -0.6839, -4.1490], [4.2290, -1.0172, -1.7280], [-2.1092, 0.2586, -2.4837], [-1.9259, 0.4694, -4.9411], [0.2880, 0.2804, -6.0310], [-4.4529, 0.3222, 0.2551], [-4.1700, -1.3588, 0.1994], [-2.8495, -1.6613, 0.0242], [-2.0141, -0.5092, -0.0705], [-2.7761, 0.6327, 0.0298], [-2.1802, 1.9509, -0.0950], [-2.8749, 3.1539, -0.0561], [-2.1948, 4.3347, -0.2799], [-0.8321, 4.2915, -0.5548], [-0.2005, 3.0675, -0.5510], [-0.8435, 1.9177, -0.3008], [-4.9977, -2.0455, 0.2885], [-2.5116, -2.6848, -0.0507], [-3.9407, 3.1525, 0.1289], [-2.7208, 5.2796, -0.2581], [-0.2702, 5.1893, -0.7655], [0.8563, 2.9977, -0.7681], [0.8294, -3.6271, -2.9041], [1.4134, -4.5280, -1.2741], [1.2403, -6.4551, -1.4867], [3.2320, -4.0758, -0.7408], [0.0779, -4.1265, 0.1533], [0.0218, -2.5280, 1.2580], [1.8160, -2.5369, 1.9948], [1.6232, -3.6605, -3.6518], [0.5590, -2.5858, -2.7344], [-0.0391, -4.1463, -3.3103], [1.8791, -6.7837, -2.3071], [0.2141, -6.7319, -1.7277], [1.5442, -6.9892, -0.5870], [3.9089, -4.3892, -1.5367], [3.5131, -4.6109, 0.1664], [3.3622, -3.0094, -0.5814], [0.1142, -4.9358, 0.8862], [-0.9129, -4.1754, -0.3030], [2.5376, -2.3369, 1.2112], [1.9916, -3.5060, 2.4553], [1.8537, -1.7653, 2.7622]], "forces_ev_per_angstrom": [[0.538, -0.408, -0.202], [-0.030, 0.016, -0.010], [0.056, -0.069, 0.050], [-0.219, 0.132, 0.004], [0.025, -0.118, 0.000], [0.021, 0.062, 0.001], [0.014, 0.026, 0.025], [-0.016, 0.011, 0.007], [0.004, 0.009, -0.007], [-0.014, -0.014, 0.017], [0.032, 0.032, -0.003], [0.040, -0.046, -0.008], [-0.001, 0.002, -0.017], [0.008, -0.004, -0.010], [-0.011, -0.003, 0.001], [-0.003, 0.000, -0.013], [-0.006, -0.021, -0.001], [-0.005, -0.012, 0.007], [0.001, -0.006, 0.006], [0.024, -0.014, -0.014], [-0.019, 0.022, 0.003], [0.004, -0.031, -0.020], [-0.040, 0.039, 0.047], [0.013, -0.044, 0.024], [-0.014, 0.031, -0.003], [0.030, -0.006, 0.039], [-0.010, -0.049, -0.237], [-0.015, 0.024, 0.212], [-0.050, 0.016, -0.031], [-0.039, -0.127, 0.107], [-0.057, 0.143, -0.167], [-0.358, 0.113, 0.110], [0.029, 0.055, 0.113], [-0.150, 0.179, 0.037], [0.013, 0.003, 0.013], [0.015, -0.005, -0.056], [-0.059, 0.032, -0.023], [0.072, -0.036, 0.013], [-0.002, -0.002, 0.000], [0.000, -0.003, -0.007], [0.008, 0.005, 0.011], [0.008, 0.005, 0.003], [0.003, 0.013, 0.012], [-0.005, 0.001, -0.003], [-0.002, -0.009, -0.010], [0.005, -0.008, -0.004], [0.011, -0.021, 0.004], [0.010, 0.001, 0.011], [-0.004, -0.003, 0.001], [0.021, 0.010, -0.003], [0.043, -0.015, -0.058], [-0.019, -0.007, 0.018], [0.010, 0.049, -0.036], [0.139, -0.130, -0.018], [-0.002, 0.054, 0.007], [0.041, -0.061, 0.012], [-0.024, 0.024, -0.041], [0.018, -0.017, -0.005], [-0.021, -0.024, -0.001], [0.010, 0.063, -0.031], [-0.062, -0.023, 0.128], [-0.006, 0.000, 0.000], [-0.003, 0.008, 0.011], [-0.001, 0.003, -0.002], [-0.002, 0.003, 0.000], [0.009, 0.001, -0.013], [0.003, -0.006, 0.011], [0.026, -0.003, 0.001], [-0.070, -0.006, 0.000], [0.034, 0.025, -0.055], [-0.005, -0.039, -0.051], [0.024, -0.045, -0.018], [0.011, 0.174, 0.053], [-0.006, 0.025, -0.010], [-0.015, 0.032, -0.019], [-0.015, -0.105, 0.028], [-0.001, -0.007, -0.006], [-0.011, -0.029, 0.004], [-0.004, -0.001, 0.004], [0.003, 0.018, 0.015], [0.013, 0.002, 0.012], [0.003, 0.009, 0.003], [0.025, 0.070, -0.023], [-0.015, 0.036, 0.024], [0.011, -0.003, -0.005], [-0.003, 0.012, 0.038], [-0.014, -0.006, -0.010], [0.000, -0.002, 0.002]], "lowdin_charge": [1.030, 0.088, -0.100, 0.000, -0.287, 0.180, -0.166, -0.018, 0.133, -0.057, -0.069, 0.057, 0.185, 0.147, 0.137, 0.127, 0.114, -0.067, -0.069, -0.280, -0.008, -0.019, -0.281, -0.016, 0.018, 0.101, 0.095, -0.219, 0.005, 0.024, -0.349, -0.253, -0.178, 0.037, -0.061, 0.010, 0.059, -0.078, 0.099, 0.104, 0.084, 0.103, 0.114, 0.124, 0.129, 0.132, 0.129, 0.120, 0.124, 0.128, 1.104, -0.368, -0.216, -0.327, -0.561, -0.273, 0.012, -0.005, -0.017, -0.090, 0.017, 0.085, 0.076, 0.118, 0.130, 0.119, 0.109, -0.181, 0.789, -0.205, -0.201, -0.523, 1.024, -0.315, 0.038, -0.006, 0.035, 0.033, 0.030, 0.031, 0.037, 0.034, -0.019, 0.030, 0.011, 0.004, 0.049, 0.029]}


2.
{"formula": "CH2F5K3NO8S3", "method": "wB97M-V/def2-TZVPD", "homo_energy_ev": -9.52, "total_charge": 1, "lumo_energy_ev": -4.5, "relative_energy_kcal_mol": 88.7, "species": ["K", "K", "K", "N", "S", "O", "O", "F", "S", "O", "O", "F", "C", "F", "F", "F", "S", "O", "O", "O", "O", "H", "H"], "positions_angstrom": [[-15.6555, -15.5275, -3.6408], [-12.1577, -14.2912, -10.7368], [-14.1315, -5.5177, -7.4977], [-10.4543, -3.4850, -7.1440], [-8.9008, -3.9003, -7.7707], [-7.7467, -3.0708, -7.6282], [-9.0073, -4.7096, -8.9626], [-8.6651, -5.0892, -6.6941], [-10.4314, -2.1346, -7.9008], [-10.7771, -2.2718, -9.2882], [-9.6621, -1.0492, -7.2862], [-11.8602, -1.8262, -7.1814], [-11.8206, -10.4334, -5.0998], [-11.3761, -9.3529, -5.7555], [-10.9112, -11.3954, -5.0302], [-12.2028, -10.0238, -3.8415], [-13.3764, -10.8690, -6.3226], [-13.9409, -12.1142, -5.7725], [-14.2661, -9.7240, -6.2329], [-12.8062, -11.1009, -7.6580], [-11.7756, -8.4599, -10.8807], [-11.5098, -8.7754, -11.7445], [-12.0161, -9.2517, -10.3996]], "forces_ev_per_angstrom": [[0.105, 0.318, -0.039], [0.029, 0.259, 0.168], [0.514, 0.080, 0.014], [5.018, -1.733, -1.007], [0.405, -5.469, 0.745], [-0.977, 0.346, 0.181], [-0.227, 1.151, 0.271], [0.014, 0.646, 0.197], [-3.880, 4.723, 2.342], [0.928, 0.905, 0.115], [-0.559, -1.733, -2.239], [-1.148, 0.872, -0.587], [-2.755, 0.884, -1.246], [0.986, -0.162, 0.623], [-0.168, 0.467, 0.193], [0.593, -0.936, -1.494], [-0.118, -1.445, 0.518], [0.317, 0.436, 0.175], [0.720, -0.046, 0.138], [0.272, 0.410, 0.823], [-0.159, 0.089, 0.029], [0.141, 0.103, -0.265], [-0.051, -0.164, 0.345]], "lowdin_charge": [0.980, 0.980, 0.943, -0.279, 0.537, -0.259, -0.312, -0.235, 0.432, -0.287, -0.289, -0.274, -0.579, 0.095, 0.138, 0.091, 0.485, -0.420, -0.355, -0.392, -0.042, 0.028, 0.015]}


3.
{"formula": "C7H30O8", "method": "wB97M-V/def2-TZVPD", "homo_energy_ev": -10.02, "total_charge": 0, "lumo_energy_ev": 0.1, "smiles": "CCO.CCO.CO.CO.CO.O.O.O", "relative_energy_kcal_mol": 81.6, "species": ["C", "C", "O", "H", "H", "H", "H", "H", "H", "C", "C", "O", "H", "H", "H", "H", "H", "H", "C", "O", "H", "H", "H", "H", "C", "O", "H", "H", "H", "H", "C", "O", "H", "H", "H", "H", "O", "H", "H", "O", "H", "H", "O", "H", "H"], "positions_angstrom": [[3.2825, -4.5205, 2.2506], [4.0492, -3.1661, 2.4303], [3.9612, -2.4824, 1.2454], [3.2696, -4.9989, 1.2712], [2.2318, -4.3667, 2.4964], [3.6328, -5.2515, 2.9793], [5.1031, -3.4034, 2.5753], [3.7617, -2.5360, 3.2720], [3.0556, -2.2984, 0.9856], [-2.5769, -0.5375, 4.3739], [-2.9282, 0.4790, 5.4623], [-3.8282, 1.4410, 4.8710], [-2.4773, 0.0622, 3.4692], [-3.3055, -1.3378, 4.2444], [-1.6546, -1.0546, 4.6387], [-2.0926, 1.1675, 5.5885], [-3.1365, 0.0309, 6.4338], [-4.6467, 1.5390, 5.3630], [-4.9490, 4.5146, -1.2353], [-3.8835, 3.6847, -0.7698], [-4.9940, 5.3627, -0.5521], [-4.6907, 4.9947, -2.1792], [-5.9214, 4.0356, -1.3498], [-4.2135, 3.2901, 0.0407], [-1.3670, -4.8841, -1.6777], [-1.8163, -5.9299, -2.5167], [-0.2871, -4.7749, -1.7771], [-1.7870, -3.9600, -2.0749], [-1.5353, -5.1627, -0.6374], [-1.1597, -6.6302, -2.5059], [3.3167, 0.5045, -5.9326], [4.6025, 1.1035, -5.9913], [2.5794, 1.1942, -5.5218], [2.9997, 0.0380, -6.8653], [3.3059, -0.2342, -5.1311], [4.6853, 1.8194, -5.3571], [3.2583, 3.1278, 0.0860], [3.0517, 3.2619, 1.0110], [4.0172, 2.5444, 0.0918], [-0.1232, 6.9208, -2.9507], [-0.2430, 6.2873, -2.2432], [-0.9836, 6.9830, -3.3654], [0.1973, 0.6978, -1.6811], [0.8573, 1.2528, -1.2656], [-0.6181, 1.1925, -1.5994]], "forces_ev_per_angstrom": [[-0.446, 0.461, 1.646], [-0.049, -2.203, -0.320], [0.438, 1.624, -1.693], [0.670, 0.522, -0.148], [-0.207, 0.061, 0.023], [0.065, -0.112, 0.012], [0.109, 0.122, -0.047], [-0.476, -0.353, 0.292], [-0.116, -0.106, 0.226], [0.003, 0.114, 0.710], [0.929, 0.933, -1.239], [-0.978, -0.425, 0.469], [0.177, -0.442, -0.159], [-0.331, 0.290, -0.064], [0.253, 0.187, -0.181], [0.711, -0.691, 0.441], [-0.759, 0.206, -0.080], [-0.006, -0.168, 0.093], [0.588, 1.026, 0.249], [-0.525, -0.201, -0.515], [-0.606, 0.075, 0.191], [0.260, -0.524, -0.188], [0.108, -0.240, 0.155], [0.202, -0.144, 0.112], [0.903, -0.417, -0.444], [-0.209, -0.304, -0.368], [0.234, 0.141, -0.018], [-0.353, -0.045, 0.688], [-0.498, 0.673, 0.152], [-0.074, -0.043, -0.010], [-0.128, 0.154, 1.710], [0.188, -0.136, -0.750], [-0.295, 0.388, -0.730], [0.297, 0.368, -0.030], [0.200, -0.662, -0.204], [-0.270, -0.110, 0.012], [-0.196, 0.036, -0.211], [-0.072, 0.075, 0.237], [0.224, -0.161, -0.044], [0.182, 0.132, -0.062], [0.014, -0.177, 0.198], [-0.199, 0.036, -0.134], [0.029, -0.264, -0.082], [0.257, 0.187, 0.111], [-0.249, 0.119, -0.008]], "lowdin_charge": [-0.080, -0.333, -0.081, 0.071, 0.059, 0.062, 0.106, 0.107, 0.089, -0.092, -0.303, -0.099, 0.073, 0.068, 0.067, 0.101, 0.110, 0.074, -0.165, -0.126, 0.072, 0.073, 0.077, 0.069, -0.168, -0.129, 0.070, 0.083, 0.075, 0.070, -0.167, -0.125, 0.073, 0.080, 0.067, 0.072, -0.053, 0.029, 0.030, -0.053, 0.027, 0.026, -0.054, 0.019, 0.027]}


4.
{"formula": "C3H3NS", "method": "wB97M-V/def2-TZVPD", "homo_energy_ev": -8.16, "total_charge": 0, "lumo_energy_ev": 0.1, "smiles": "C=C=S.C#N", "relative_energy_kcal_mol": 53.1, "species": ["C", "C", "S", "H", "H", "C", "N", "H"], "positions_angstrom": [[0.0221, 1.0906, 0.3178], [-1.3043, 1.0427, 0.1888], [-2.8761, 1.2060, -0.0143], [0.5561, 0.1970, 0.5678], [0.5582, 1.9575, -0.0896], [1.0506, -1.8360, -0.3293], [0.6273, -1.2703, 0.5818], [1.3661, -2.3874, -1.2230]], "forces_ev_per_angstrom": [[-2.347, 1.703, -1.021], [0.604, 1.103, -0.179], [1.545, -0.487, 0.328], [-0.012, 1.317, 0.516], [-0.400, -0.166, 0.280], [-0.275, -0.423, -0.174], [1.066, -3.644, -0.591], [-0.181, 0.598, 0.842]], "lowdin_charge": [-0.098, -0.734, 0.673, -0.082, 0.076, 0.020, 0.057, 0.087]}


5.
{"formula": "C6H12O", "method": "wB97M-V/def2-TZVPD", "homo_energy_ev": -8.36, "total_charge": 0, "lumo_energy_ev": 0.1, "relative_energy_kcal_mol": 91.6, "species": ["C", "C", "C", "C", "C", "C", "O", "H", "H", "H", "H", "H", "H", "H", "H", "H", "H", "H", "H"], "positions_angstrom": [[2.5393, 0.3386, 0.6862], [1.5403, -0.1499, -0.3545], [0.3626, 0.8105, -0.6087], [-0.8907, 0.0058, -1.0024], [-1.3339, -0.5516, 0.3011], [-2.7360, -0.9088, 0.4889], [-0.0190, 1.5935, 0.5222], [3.3167, -0.4147, 0.8528], [2.0377, 0.5187, 1.6415], [3.0211, 1.2731, 0.3830], [1.1378, -1.1151, -0.0216], [2.0469, -0.3311, -1.3130], [0.6361, 1.5563, -1.3589], [-0.6522, -0.8591, -1.6494], [-1.6288, 0.6144, -1.5521], [-3.4951, -0.5411, -0.2153], [-3.0315, -0.7327, 1.5299], [-2.6641, -2.0103, 0.4169], [-0.2552, 0.9494, 1.2141]], "forces_ev_per_angstrom": [[0.066, 0.046, 0.041], [-0.002, -0.007, 0.022], [0.098, -0.011, -0.201], [-0.051, 0.005, 0.245], [-0.307, -0.230, -0.202], [-0.026, 0.097, -0.055], [0.266, 0.040, 0.160], [-0.082, 0.134, -0.052], [0.120, -0.007, -0.119], [-0.050, -0.085, 0.045], [0.034, 0.174, -0.025], [-0.102, 0.046, 0.124], [-0.038, -0.151, -0.068], [0.003, 0.097, 0.155], [0.019, -0.104, 0.221], [0.102, -0.034, -0.015], [-0.059, -0.099, -0.169], [-0.083, 0.028, 0.001], [0.093, 0.062, -0.109]], "lowdin_charge": [-0.105, -0.227, -0.409, -0.192, -0.009, -0.139, -0.073, 0.071, 0.070, 0.077, 0.095, 0.113, 0.142, 0.141, 0.121, 0.075, 0.079, 0.107, 0.063]}


6.
{"formula": "C2H3NO3", "method": "wB97M-V/def2-TZVPD", "homo_energy_ev": -10.44, "total_charge": 0, "lumo_energy_ev": 0.4, "smiles": "O=CNC(=O)O", "relative_energy_kcal_mol": 58.7, "species": ["O", "C", "N", "C", "O", "O", "H", "H", "H"], "positions_angstrom": [[2.4562, 0.0360, -0.8423], [1.2641, 0.1329, -0.8876], [0.3812, -0.3142, 0.0351], [-1.1948, -0.3930, 0.7351], [-1.7796, -1.3451, 1.0398], [-1.5875, 0.8706, 0.7099], [0.8105, 0.7711, -1.6762], [0.5485, -1.0535, 0.7042], [-0.8987, 1.2952, 0.1820]], "forces_ev_per_angstrom": [[0.650, -0.798, 0.169], [-0.565, 1.695, -0.687], [-3.716, -2.860, 3.469], [1.188, 3.083, -3.736], [0.681, -0.868, 0.644], [-0.267, -0.305, 0.244], [-0.254, -0.309, 0.116], [2.409, -0.178, -0.537], [-0.126, 0.540, 0.318]], "lowdin_charge": [0.045, -0.430, 0.101, -0.432, 0.220, 0.149, 0.130, 0.103, 0.114]}